DFT (wB97M-V/def2-TZVPD) results for a molecular structure, C7H20F6N11O9S2Zn in a non-equilibrium geometry.

ORCA input file:
```
! RIJCOSX wB97M-V def2-TZVPD def2/J DEFGRID3
* xyz 1 1
Zn 0.063 -0.469 0.180
C -1.622 -0.585 5.437
F -1.196 0.660 5.293
F -1.856 -0.945 6.708
F -2.823 -0.645 4.860
S -0.329 -1.779 4.495
O 0.462 -2.396 5.548
O -1.124 -2.720 3.689
N 0.670 -0.705 3.372
S 1.840 -0.194 4.330
O 2.582 0.894 3.724
O 1.378 0.091 5.705
C 3.131 -1.626 4.364
F 2.619 -2.903 4.293
F 4.003 -1.515 3.310
F 3.850 -1.470 5.435
C 1.322 -4.305 -1.860
O 0.952 -3.559 -1.052
N 2.163 -5.262 -1.648
N 1.105 -4.201 -3.066
H 2.509 -5.825 -2.412
H 2.610 -5.319 -0.743
H 0.605 -3.341 -3.243
H 1.190 -4.969 -3.715
C 3.976 0.464 -2.084
O 3.232 0.043 -1.287
N 5.131 -0.045 -2.451
N 3.534 1.465 -2.787
H 5.422 -0.795 -1.840
H 5.805 0.463 -3.005
H 3.027 2.109 -2.197
H 4.201 1.700 -3.508
C -4.688 0.123 0.411
O -3.520 -0.241 0.418
N -5.683 -0.483 -0.176
N -5.144 1.109 1.176
H -6.635 -0.201 0.009
H -5.538 -1.384 -0.609
H -4.437 1.746 1.516
H -6.125 1.339 1.252
C -1.550 0.627 -4.125
O -1.183 -0.119 -3.205
N -0.798 1.336 -4.911
N -2.832 0.850 -4.307
H -1.295 1.889 -5.593
H 0.100 1.564 -4.507
H -3.228 1.356 -5.086
H -3.471 0.208 -3.862
C -0.230 4.247 -0.197
O 0.013 3.070 -0.013
N -1.115 4.703 -1.065
N 0.445 5.147 0.430
H -1.158 5.707 -1.167
H -1.818 4.116 -1.492
H 0.142 6.110 0.402
H 1.316 4.864 0.856
*
```

Computed properties:
* highest occupied orbital energy: -12.311 eV
* E: -4732.7046 Eh
* ΔE to the lowest compared entry with this formula, charge and spin: 1307.95 kJ/mol

---

DFT (wB97M-V/def2-TZVPD) results for a molecular structure, C7H20HfN4.

ORCA input file:
```
! RIJCOSX wB97M-V def2-TZVPD def2/J DEFGRID3
* xyz 2 1
Hf -0.321 0.007 -0.020
N 0.281 0.116 -2.258
C 1.670 0.671 -2.355
C 2.589 -0.043 -1.376
N 2.127 0.067 0.040
C 2.542 -1.106 0.867
C 1.625 -2.311 0.704
N 0.211 -1.950 1.063
C 2.514 1.366 0.665
C 1.510 1.844 1.703
N 0.141 1.960 1.087
H 0.244 -0.776 -2.753
H -0.395 0.691 -2.760
H 1.610 1.739 -2.138
H 2.071 0.579 -3.364
H 3.612 0.331 -1.474
H 2.630 -1.107 -1.624
H 2.547 -0.785 1.910
H 3.569 -1.394 0.628
H 1.993 -3.134 1.314
H 1.612 -2.666 -0.328
H 0.118 -1.844 2.075
H -0.429 -2.715 0.842
H 2.599 2.103 -0.136
H 3.506 1.287 1.116
H 1.835 2.802 2.106
H 1.429 1.151 2.541
H 0.094 2.799 0.508
H -0.578 2.105 1.799
C -2.316 0.012 -0.044
H -3.035 0.816 0.155
H -2.967 -0.845 -0.273
*
```

Computed properties:
* highest occupied orbital energy: -14.341 eV
* E: -545.1777 Eh
* ΔE to the lowest compared entry with this formula, charge and spin: 0.00 kJ/mol

---

DFT (wB97M-V/def2-TZVPD) results for 3 unconnected molecules or ions with the total composition C7H20N2O in a non-equilibrium geometry.

ORCA input file:
```
! RIJCOSX wB97M-V def2-TZVPD def2/J DEFGRID3
* xyz 0 1
C -2.345 -0.006 0.552
C 0.452 0.754 1.530
C -2.970 1.348 0.659
C -2.762 -0.845 -0.613
N 0.048 0.372 0.195
N -0.013 1.384 -0.771
H -2.254 -0.537 1.497
H -0.949 1.423 -1.157
H 0.628 1.186 -1.537
H -0.313 1.386 1.984
H 1.409 1.275 1.507
H 0.550 -0.147 2.134
H -2.552 1.932 1.483
H -2.270 -1.824 -0.608
H -4.063 1.313 0.810
H -2.816 1.934 -0.255
H -2.534 -0.346 -1.565
H -3.844 -1.055 -0.635
C 2.024 -0.560 -0.580
C 2.126 -1.888 0.102
C 3.167 0.387 -0.422
O 1.689 -0.656 -1.948
H 1.089 -1.399 -2.077
H -0.378 -0.595 0.020
H 2.396 -1.764 1.151
H 3.425 0.511 0.630
H 2.889 -2.538 -0.360
H 1.178 -2.442 0.060
H 4.068 0.031 -0.949
H 2.924 1.369 -0.835
*
```

Computed properties:
* highest occupied orbital energy (alpha / beta): -6.674 / -5.763 eV
* E: -463.2446 Eh
* ΔE to the lowest compared entry with this formula, charge and spin: 571.16 kJ/mol

---

DFT (wB97M-V/def2-TZVPD) results for 2 unconnected molecules or ions with the total composition C7H20N2O5P in a non-equilibrium geometry.

ORCA input file:
```
! RIJCOSX wB97M-V def2-TZVPD def2/J DEFGRID3
* xyz 1 1
N 3.578 -2.139 -0.325
N 3.445 -1.928 1.092
C 4.190 -0.690 1.479
C 3.710 0.483 0.623
O 2.354 0.493 0.237
C 1.461 -0.549 0.573
C 2.010 -1.647 1.464
H 3.398 -3.120 -0.520
H 4.544 -1.958 -0.587
H 3.781 -2.729 1.629
H 4.068 -0.548 2.550
H 5.253 -0.850 1.297
H 4.317 0.525 -0.284
H 3.933 1.397 1.177
H 0.601 -0.120 1.092
H 1.050 -0.991 -0.335
H 1.452 -2.577 1.392
H 2.043 -1.306 2.498
C -3.724 2.365 -2.373
O -3.744 0.922 -2.432
P -2.719 -0.034 -1.689
O -2.204 -1.084 -2.554
O -3.697 -0.686 -0.578
C -4.677 0.090 0.110
O -1.533 0.487 -0.751
C -1.702 1.579 0.173
H -3.769 2.743 -3.391
H -4.597 2.711 -1.823
H -2.824 2.750 -1.900
H -5.648 -0.035 -0.369
H -4.432 1.153 0.136
H -4.736 -0.277 1.133
H -2.186 1.222 1.083
H -2.283 2.394 -0.248
H -0.711 1.955 0.418
*
```

Computed properties:
* highest occupied orbital energy: -12.403 eV
* E: -1105.5316 Eh

---

DFT (wB97M-V/def2-TZVPD) results for a gas-phase ion, C7H20N3 (charge +1) in a non-equilibrium geometry.

ORCA input file:
```
! RIJCOSX wB97M-V def2-TZVPD def2/J DEFGRID3
* xyz 1 1
C 1.221 -1.609 -1.689
N 0.911 -0.921 -0.446
C 1.994 -0.903 0.616
C 0.142 0.220 -0.632
C 0.888 1.526 -0.672
N -0.744 0.266 -1.726
C -1.026 0.230 0.798
C -1.292 -1.149 1.270
C -0.489 1.071 1.925
N -2.100 0.953 0.223
H 1.547 -0.911 -2.494
H 1.868 -2.353 -1.334
H 0.331 -2.137 -2.172
H 2.259 -1.881 0.802
H 2.874 -0.526 0.153
H 1.569 -0.444 1.487
H 0.343 2.459 -0.746
H 1.476 1.561 -1.517
H 1.604 1.834 0.152
H -0.367 0.812 -2.521
H -1.393 -0.480 -2.104
H -2.175 -1.560 0.809
H -0.408 -1.687 0.913
H -1.142 -1.308 2.261
H -0.500 2.101 1.745
H 0.525 0.630 2.151
H -1.005 1.013 2.853
H -1.761 0.793 -0.877
H -2.077 1.905 0.521
H -3.074 0.494 0.252
*
```

Computed properties:
* highest occupied orbital energy: -11.857 eV
* E: -442.6399 Eh
* ΔE to the lowest compared entry with this formula, charge and spin: 392.87 kJ/mol
* SMILES string: CN(C)[C@@](C)(N)C(C)(C)[NH3+]

---

DFT (wB97M-V/def2-TZVPD) results for 6 unconnected molecules or ions with the total composition C7H20O5 in a non-equilibrium geometry.

ORCA input file:
```
! RIJCOSX wB97M-V def2-TZVPD def2/J DEFGRID3
* xyz 0 1
C -2.825 1.660 -0.179
C -1.838 2.563 -0.360
C -0.965 3.071 0.892
C -0.191 2.184 1.500
C 0.533 2.760 2.688
C 0.060 0.833 1.030
C 1.212 0.166 1.329
H -3.286 1.304 0.757
H -3.438 1.249 -0.993
H -1.821 3.012 -1.317
H -1.051 4.158 1.260
H 1.587 3.095 2.580
H 0.110 3.806 2.877
H 0.277 2.442 3.611
H -0.669 0.281 0.455
H 1.999 0.682 1.880
H 1.530 -0.759 0.822
O -1.648 -0.874 -4.564
H -1.739 0.032 -4.438
H -0.846 -1.286 -4.634
O 3.647 -2.205 1.528
H 3.366 -2.126 0.627
H 4.259 -1.526 1.755
O -1.444 -1.327 -1.629
H -2.242 -0.827 -2.030
H -1.458 -2.115 -2.304
O 1.493 -3.299 1.220
H 0.617 -3.467 1.523
H 1.935 -3.565 1.905
O 1.131 -2.949 -2.566
H 1.549 -3.758 -2.593
H 0.157 -3.215 -2.635
*
```

Computed properties:
* highest occupied orbital energy: -8.312 eV
* E: -654.7351 Eh
* ΔE to the lowest compared entry with this formula, charge and spin: 365.50 kJ/mol
* SMILES string: C=C/C=C(/C)C=C.O.O.O.O.O